An isolated molecule of C7H12N2 in a non-equilibrium geometry. Source: the OMol25 dataset; level of theory: ωB97M-V/def2-TZVPD.

Summary:
- calculated total energy (hartree) = -383.16353
- frontier orbital gap (spin up / spin down) (eV) = 4.753 / 6.157
- 2S+1 = 3
- HOMO level (spin up / spin down) (eV) = -4.366 / -7.672
- lowest unoccupied orbital energy (spin up / spin down) (eV) = 0.4 / -1.5
- ⟨S²⟩ = 2.021
- ΔE to the lowest compared entry with this formula, charge and spin (kcal/mol) = 36.9

Atoms and positions in Å:
H1 0.576 -2.150 -0.371
H2 2.162 1.178 0.814
H3 1.440 1.154 -1.573
N1 1.876 -1.087 0.819
C1 1.346 1.801 0.467
C2 -2.401 -0.465 0.526
C3 -1.371 -0.065 1.239
H4 -3.054 -1.050 -1.487
H5 1.720 2.792 0.225
H6 1.360 -1.222 1.691
H7 -1.268 0.210 2.267
H8 -0.136 1.807 -1.093
H9 -3.415 -0.593 0.909
H10 2.648 -1.744 0.758
H11 -0.805 -0.818 -2.473
N2 1.039 -1.244 -0.302
C4 -2.204 -0.742 -0.891
C5 0.697 1.182 -0.768
H12 0.610 1.889 1.260
C6 -0.985 -0.621 -1.425
C7 0.164 -0.212 -0.593

Atom-resolved charges from natural (NBO), all expressed in e: atom 1 (H): 0.39, atom 2 (H): 0.23, atom 3 (H): 0.24, atom 4 (N): -0.67, atom 5 (C): -0.61, atom 6 (C): -0.45, atom 7 (C): -0.22, atom 8 (H): 0.21, atom 9 (H): 0.21, atom 10 (H): 0.37, atom 11 (H): 0.18, atom 12 (H): 0.24, atom 13 (H): 0.24, atom 14 (H): 0.37, atom 15 (H): 0.24, atom 16 (N): -0.38, atom 17 (C): -0.24, atom 18 (C): -0.49, atom 19 (H): 0.21, atom 20 (C): -0.54, atom 21 (C): 0.47

C24H20BrI3IrNO3P as an isolated structure in a non-equilibrium geometry. Source: the OMol25 dataset; level of theory: ωB97M-V/def2-TZVPD.

Summary:
- calculated total energy (hartree) = -5119.56745
- frontier orbital gap (spin up / spin down) (eV) = 5.002 / 5.004
- 2S+1 = 1
- HOMO level (spin up / spin down) (eV) = -9.949 / -9.949
- charge = +1
- lowest unoccupied orbital energy (spin up / spin down) (eV) = -4.9 / -4.9

Atoms and positions in Å:
C1 -1.658 0.551 -4.049
C2 -2.404 -1.251 3.817
N1 -0.902 -0.121 2.295
C3 -1.820 -1.070 2.540
O1 -2.136 2.081 0.977
C4 4.446 1.057 2.101
H1 0.243 1.405 3.019
C5 -0.377 1.986 -5.478
C6 2.763 -1.048 1.455
C7 -1.790 -0.376 -5.079
P1 1.466 0.254 -0.604
H2 -4.422 -3.902 3.056
C8 2.675 0.151 0.748
C9 -1.975 -0.381 4.835
C10 -0.537 1.082 -6.516
C11 2.099 1.554 -1.721
H3 -0.117 1.287 -7.486
I1 -4.273 -2.646 5.828
C12 -0.501 0.662 3.271
I2 -3.520 -4.197 0.037
H4 1.350 -2.148 -1.059
C13 -3.114 -2.947 1.665
O2 -1.687 -1.721 0.275
O3 -0.637 2.808 -0.429
C14 1.796 -1.287 -1.551
H5 5.098 1.882 2.358
C15 4.559 -0.154 2.769
H6 1.758 2.533 -1.383
C16 -1.579 3.007 0.355
H7 3.806 -2.154 2.954
H8 2.869 -1.448 -1.647
C17 -1.015 0.565 4.567
C18 -2.184 -1.909 1.416
H9 2.084 -1.856 1.227
H10 -1.370 -0.800 -7.124
Br1 -2.686 -2.020 -4.802
H11 5.291 -0.269 3.554
C19 3.716 -1.207 2.443
H12 -0.863 2.448 -3.444
I3 -2.629 0.198 -2.176
C20 -3.364 -2.289 3.965
H13 3.428 2.164 0.584
C21 -0.954 1.729 -4.245
Ir1 -0.891 0.379 -0.031
H14 -1.950 4.034 0.515
C22 3.507 1.214 1.094
C23 -3.698 -3.114 2.908
H15 3.187 1.525 -1.761
H16 1.348 -1.193 -2.538
H17 1.696 1.381 -2.717
C24 -1.238 -0.094 -6.320
H18 0.181 2.897 -5.626
H19 -2.410 -0.464 5.821
H20 -0.663 1.232 5.337

Atom-resolved charges from natural (NBO), all expressed in e: atom 1 (C): -0.17, atom 2 (C): -0.03, atom 3 (N): -0.43, atom 4 (C): 0.04, atom 5 (O): -0.72, atom 6 (C): -0.20, atom 7 (H): 0.21, atom 8 (C): -0.19, atom 9 (C): -0.22, atom 10 (C): -0.13, atom 11 (P): 1.14, atom 12 (H): 0.25, atom 13 (C): -0.31, atom 14 (C): -0.10, atom 15 (C): -0.17, atom 16 (C): -0.96, atom 17 (H): 0.24, atom 18 (I): 0.17, atom 19 (C): 0.08, atom 20 (I): 0.18, atom 21 (H): 0.26, atom 22 (C): -0.26, atom 23 (O): -0.68, atom 24 (O): -0.67, atom 25 (C): -0.94, atom 26 (H): 0.23, atom 27 (C): -0.17, atom 28 (H): 0.27, atom 29 (C): 0.64, atom 30 (H): 0.23, atom 31 (H): 0.25, atom 32 (C): -0.26, atom 33 (C): 0.39, atom 34 (H): 0.23, atom 35 (H): 0.25, atom 36 (Br): 0.12, atom 37 (H): 0.23, atom 38 (C): -0.19, atom 39 (H): 0.24, atom 40 (I): 0.47, atom 41 (C): -0.20, atom 42 (H): 0.22, atom 43 (C): -0.25, atom 44 (Ir): 0.93, atom 45 (H): 0.14, atom 46 (C): -0.22, atom 47 (C): -0.23, atom 48 (H): 0.26, atom 49 (H): 0.25, atom 50 (H): 0.26, atom 51 (C): -0.22, atom 52 (H): 0.23, atom 53 (H): 0.24, atom 54 (H): 0.24

C27H55O13PbPdS6 as an isolated structure in a non-equilibrium geometry. Source: the OMol25 dataset; level of theory: ωB97M-V/def2-TZVPD.

Summary:
- calculated total energy (hartree) = -4748.55300
- frontier orbital gap (spin up / spin down) (eV) = 4.525 / 3.658
- 2S+1 = 3
- HOMO level (spin up / spin down) (eV) = -15.551 / -15.550
- charge = +3
- lowest unoccupied orbital energy (spin up / spin down) (eV) = -11.0 / -11.9
- ⟨S²⟩ = 2.008

Atoms and positions in Å:
C1 1.490 2.515 -2.960
H1 2.236 -3.369 -5.301
S1 -3.180 3.263 0.401
C2 1.327 -4.636 3.486
H2 -0.375 0.821 -0.530
H3 1.186 -5.833 1.696
H4 -3.311 -1.841 3.417
O1 3.375 -2.091 -2.166
H5 0.047 3.407 -5.491
H6 -4.511 -3.767 3.198
H7 5.034 -5.355 -4.122
H8 5.079 -2.990 -4.314
H9 1.669 -6.652 3.132
C3 0.304 -3.562 3.132
S2 1.375 4.160 -2.336
H10 -6.072 -3.041 3.497
C4 4.274 -3.449 -4.893
C5 -5.138 -2.912 2.951
C6 0.949 -5.920 2.764
H11 -3.346 4.280 -1.739
O2 0.862 2.491 3.496
C7 2.944 -2.721 -4.774
C8 1.892 2.694 -4.410
Pb1 -1.222 -3.447 -1.816
H12 -0.738 -6.694 3.726
H13 1.180 3.736 0.948
H14 -6.289 -3.099 1.126
H15 0.514 5.790 -3.848
H16 3.920 -4.960 -2.084
H17 3.460 -5.446 -4.974
C9 3.269 1.574 2.615
H18 3.787 1.304 3.532
H19 0.445 2.210 -2.832
H20 0.020 -3.062 4.057
C10 -4.952 -0.435 3.010
H21 -4.416 0.512 2.980
H22 1.271 -1.741 -0.177
H23 1.648 -0.066 0.314
H24 -0.061 0.531 1.753
O3 -4.397 3.159 1.177
O4 0.563 4.027 -1.154
H25 -2.163 6.698 -0.454
H26 2.043 1.888 -2.262
C11 3.338 -4.653 -2.948
C12 2.129 3.690 1.478
H27 3.720 3.599 -0.050
C13 0.516 4.700 -3.808
H28 2.335 4.760 1.558
O5 -2.196 -4.200 3.628
C14 -1.786 5.299 1.141
H29 -0.823 -6.712 1.858
H30 -4.494 -3.079 0.928
O6 2.687 4.749 -2.228
C15 4.177 2.182 1.498
O7 -1.252 -0.985 -1.034
H31 4.692 -3.551 -5.893
C16 -5.352 -2.661 1.458
H32 4.853 2.891 1.977
H33 -0.529 4.549 -3.514
H34 2.890 3.125 -4.478
S3 -5.334 -0.825 1.244
S4 2.597 -2.935 -3.008
O8 -2.651 2.082 -0.292
C17 4.083 -4.862 -4.298
H35 1.847 1.764 -4.973
O9 1.157 -2.934 -2.670
C18 -0.415 -0.230 -0.214
O10 -1.464 -4.059 1.201
H36 1.494 4.450 -5.658
C19 3.164 2.960 0.637
H37 1.438 -0.376 -1.346
O11 2.915 3.800 4.066
H38 2.848 -1.712 -5.166
S5 2.188 2.958 3.129
H39 1.238 -4.782 4.561
H40 -1.728 0.476 1.458
H41 2.410 -5.232 -2.954
H42 -2.541 5.897 1.657
C20 -2.073 5.622 -0.321
H43 -0.808 5.706 1.396
H44 2.310 -4.345 3.125
H45 -0.997 3.230 1.363
H46 -2.205 3.654 2.521
H47 -4.130 5.230 -0.544
O12 -4.159 -0.390 0.467
S6 -1.200 -4.442 2.606
C21 -3.205 4.676 -0.734
H48 -5.943 -0.214 3.414
O13 -6.655 -0.443 0.812
H49 0.623 -2.808 2.416
C22 1.072 -0.688 -0.369
C23 -4.384 -1.703 3.536
C24 -0.816 -0.091 1.266
H50 4.773 1.486 0.914
H51 -0.880 -1.040 1.804
H52 2.659 2.260 -0.036
H53 2.464 0.925 2.270
C25 -1.894 3.835 1.493
H54 -4.666 -1.764 4.589
H55 -1.257 5.364 -1.002
C26 -0.558 -6.196 2.775
C27 0.941 3.783 -5.001
Pd1 -3.156 0.237 -1.476

Löwdin atomic charge list, values in e, 99 entries: atom 1 (C): -0.26, atom 2 (H): 0.12, atom 3 (S): 0.75, atom 4 (C): -0.20, atom 5 (H): 0.12, atom 6 (H): 0.11, atom 7 (H): 0.10, atom 8 (O): -0.28, atom 9 (H): 0.11, atom 10 (H): 0.10, atom 11 (H): 0.13, atom 12 (H): 0.13, atom 13 (H): 0.13, atom 14 (C): -0.21, atom 15 (S): 0.66, atom 16 (H): 0.13, atom 17 (C): -0.22, atom 18 (C): -0.20, atom 19 (C): -0.24, atom 20 (H): 0.10, atom 21 (O): -0.36, atom 22 (C): -0.19, atom 23 (C): -0.19, atom 24 (Pb): 1.78, atom 25 (H): 0.12, atom 26 (H): 0.05, atom 27 (H): 0.11, atom 28 (H): 0.12, atom 29 (H): 0.12, atom 30 (H): 0.12, atom 31 (C): -0.20, atom 32 (H): 0.11, atom 33 (H): 0.10, atom 34 (H): 0.11, atom 35 (C): -0.17, atom 36 (H): 0.11, atom 37 (H): 0.07, atom 38 (H): 0.08, atom 39 (H): 0.08, atom 40 (O): -0.28, atom 41 (O): -0.35, atom 42 (H): 0.14, atom 43 (H): 0.09, atom 44 (C): -0.17, atom 45 (C): -0.22, atom 46 (H): 0.11, atom 47 (C): -0.21, atom 48 (H): 0.12, atom 49 (O): -0.30, atom 50 (C): -0.19, atom 51 (H): 0.10, atom 52 (H): 0.08, atom 53 (O): -0.27, atom 54 (C): -0.17, atom 55 (O): -0.42, atom 56 (H): 0.14, atom 57 (C): -0.18, atom 58 (H): 0.12, atom 59 (H): 0.09, atom 60 (H): 0.12, atom 61 (S): 0.76, atom 62 (S): 0.72, atom 63 (O): -0.44, atom 64 (C): -0.18, atom 65 (H): 0.11, atom 66 (O): -0.58, atom 67 (C): -0.52, atom 68 (O): -0.48, atom 69 (H): 0.12, atom 70 (C): -0.23, atom 71 (H): 0.06, atom 72 (O): -0.29, atom 73 (H): 0.12, atom 74 (S): 0.69, atom 75 (H): 0.13, atom 76 (H): 0.06, atom 77 (H): 0.08, atom 78 (H): 0.14, atom 79 (C): -0.19, atom 80 (H): 0.13, atom 81 (H): 0.13, atom 82 (H): 0.08, atom 83 (H): 0.13, atom 84 (H): 0.12, atom 85 (O): -0.45, atom 86 (S): 0.74, atom 87 (C): -0.19, atom 88 (H): 0.13, atom 89 (O): -0.28, atom 90 (H): 0.09, atom 91 (C): -0.02, atom 92 (C): -0.22, atom 93 (C): -0.02, atom 94 (H): 0.12, atom 95 (H): 0.07, atom 96 (H): 0.08, atom 97 (H): 0.07, atom 98 (C): -0.20, atom 99 (H): 0.14

C33H29BF6FeO3S as an isolated structure in a non-equilibrium geometry. Source: the OMol25 dataset; level of theory: ωB97M-V/def2-TZVPD.

Summary:
- calculated total energy (hartree) = -3786.37308
- frontier orbital gap (spin up / spin down) (eV) = 5.915 / 6.778
- 2S+1 = 5
- HOMO level (spin up / spin down) (eV) = -5.459 / -7.252
- lowest unoccupied orbital energy (spin up / spin down) (eV) = 0.5 / -0.5
- ⟨S²⟩ = 6.128
- ΔE to the lowest compared entry with this formula, charge and spin (kcal/mol) = 5.8

Atoms and positions in Å:
C1 4.102 -1.206 -1.148
H1 -1.019 -1.187 -5.007
C2 -2.779 0.292 0.285
H2 1.842 -1.595 1.332
C3 1.835 -0.660 -0.696
C4 -0.325 2.043 2.166
F1 -5.014 3.774 1.992
C5 -4.148 -0.695 1.972
H3 -2.341 -2.199 -4.373
C6 -1.442 -0.853 -2.979
H4 -0.788 0.128 5.514
H5 6.203 0.874 0.216
H6 3.715 -1.860 -5.906
C7 -4.645 -1.914 2.695
H7 -4.960 0.656 3.451
H8 1.465 -3.543 -5.092
H9 -0.391 -1.698 1.081
C8 -0.271 0.388 0.321
C9 -3.380 -0.832 0.819
C10 0.557 0.008 -0.839
F2 -4.218 2.959 3.877
H10 -0.648 -2.559 -3.928
C11 -0.566 -0.338 2.711
H11 2.995 0.368 -2.291
H12 2.311 1.827 2.048
F3 -2.843 3.760 2.353
C12 3.087 1.674 1.306
F4 -4.996 -2.927 1.854
C13 4.374 1.905 -0.648
C14 -0.172 1.779 0.851
H13 -0.053 2.583 0.116
O1 2.170 -2.746 -3.299
C15 -1.708 0.526 -2.995
C16 5.167 1.185 0.336
H14 -2.205 1.159 5.956
H15 -0.214 3.050 2.577
C17 2.739 -1.796 -5.407
C18 2.380 -3.100 -4.688
C19 -0.782 1.020 3.050
F5 -5.720 -1.651 3.498
C20 3.778 -1.679 0.146
H16 2.294 2.813 -0.487
C21 -3.183 1.557 0.702
H17 -3.226 -1.822 0.391
C22 -3.861 1.677 1.912
C23 -1.497 0.224 -0.586
H18 4.433 -2.231 0.816
C24 2.862 -0.651 -1.838
H19 4.714 2.245 -1.624
C25 -1.363 -1.755 -4.139
H20 -2.455 -0.297 4.947
H21 4.688 0.598 2.484
C26 3.082 2.205 -0.047
H22 3.200 -3.831 -4.759
C27 -1.764 0.520 5.191
C28 4.367 1.035 1.536
O2 -1.607 1.399 4.051
H23 -2.899 2.454 0.159
C29 2.397 -1.340 0.433
C30 -4.381 0.555 2.538
Fe1 3.451 0.268 -0.053
C31 -0.362 -0.652 1.403
B1 2.538 -1.429 -3.197
H24 -1.795 2.203 -1.575
H25 0.551 0.672 -1.703
O3 2.791 -0.775 -4.388
H26 1.981 -1.506 -6.148
H27 -1.901 1.037 -3.942
C32 -1.654 1.142 -1.758
H28 5.031 -1.342 -1.693
C33 -3.997 3.040 2.534
H29 -0.651 -1.115 3.477
F6 -3.652 -2.407 3.521
S1 -1.223 -1.410 -1.385

Atom-resolved charges from Löwdin, all expressed in e: atom 1 (C): -0.10, atom 2 (H): 0.09, atom 3 (C): -0.14, atom 4 (H): 0.11, atom 5 (C): -0.23, atom 6 (C): -0.02, atom 7 (F): 0.13, atom 8 (C): -0.10, atom 9 (H): 0.09, atom 10 (C): -0.55, atom 11 (H): 0.10, atom 12 (H): 0.12, atom 13 (H): 0.13, atom 14 (C): -0.51, atom 15 (H): 0.14, atom 16 (H): 0.12, atom 17 (H): 0.12, atom 18 (C): -0.40, atom 19 (C): 0.03, atom 20 (C): -0.15, atom 21 (F): 0.12, atom 22 (H): 0.07, atom 23 (C): 0.00, atom 24 (H): 0.16, atom 25 (H): 0.10, atom 26 (F): 0.12, atom 27 (C): -0.13, atom 28 (F): 0.13, atom 29 (C): -0.14, atom 30 (C): -0.01, atom 31 (H): 0.13, atom 32 (O): 0.11, atom 33 (C): -0.10, atom 34 (C): -0.14, atom 35 (H): 0.09, atom 36 (H): 0.13, atom 37 (C): -0.12, atom 38 (C): -0.12, atom 39 (C): -0.28, atom 40 (F): 0.12, atom 41 (C): -0.09, atom 42 (H): 0.11, atom 43 (C): 0.06, atom 44 (H): 0.11, atom 45 (C): -0.10, atom 46 (C): -0.51, atom 47 (H): 0.13, atom 48 (C): -0.15, atom 49 (H): 0.12, atom 50 (C): -0.09, atom 51 (H): 0.08, atom 52 (H): 0.11, atom 53 (C): -0.14, atom 54 (H): 0.13, atom 55 (C): -0.04, atom 56 (C): -0.14, atom 57 (O): -0.10, atom 58 (H): 0.13, atom 59 (C): -0.06, atom 60 (C): 0.05, atom 61 (Fe): 0.27, atom 62 (C): -0.04, atom 63 (B): -0.58, atom 64 (H): 0.11, atom 65 (H): 0.14, atom 66 (O): 0.10, atom 67 (H): 0.12, atom 68 (H): 0.12, atom 69 (C): -0.08, atom 70 (H): 0.13, atom 71 (C): -0.51, atom 72 (H): 0.12, atom 73 (F): 0.10, atom 74 (S): 1.15